# C27H27NO7

A cluster of 2 separate species, C27H27NO7 in total (ωB97M-V/def2-TZVPD, the OMol25 dataset).

```
62
Properties=species:S:1:pos:R:3:nbo_charge:R:1
O -0.91943 0.14386 -3.42160 -0.57
C -1.85021 0.26094 -2.68637 0.98
O -2.12429 1.35259 -1.92270 -0.52
C -3.29001 1.11050 -1.14002 0.35
O -4.39513 1.74959 -1.69383 -0.71
C -3.41221 -0.42312 -1.19459 0.24
C -4.84009 -0.94178 -1.29619 -0.46
C -5.61410 -1.08216 0.00504 -0.06
O -5.18664 -2.16952 0.81947 -0.73
C -2.52197 -0.98963 -0.08094 -0.45
C -1.89560 -2.34569 -0.38507 -0.39
C -0.99427 -2.82005 0.75719 -0.41
C -1.74325 -3.25176 2.02236 -0.20
N -1.87929 -2.17624 2.99014 -0.34
C -0.84745 -1.53357 3.61260 -0.08
C -1.36824 -0.56805 4.42287 -0.30
C -2.77581 -0.62380 4.29283 -0.30
C -3.05471 -1.62502 3.40775 -0.08
O -2.80314 -0.67710 -2.48751 -0.50
H -3.10582 1.48659 -0.13275 0.17
H -4.19124 2.68790 -1.76712 0.49
H -5.38042 -0.23140 -1.92132 0.26
H -4.84558 -1.90630 -1.80917 0.22
H -5.57551 -0.16665 0.59977 0.18
H -6.66560 -1.24340 -0.25185 0.18
H -4.75202 -2.81861 0.26016 0.46
H -1.70746 -0.27901 0.09720 0.21
H -3.10855 -1.01518 0.83712 0.25
H -1.27725 -2.25820 -1.27980 0.23
H -2.65343 -3.10538 -0.60484 0.18
H -0.35957 -3.63121 0.39742 0.22
H -0.32084 -1.99790 1.01353 0.21
H -1.23385 -4.09069 2.49817 0.21
H -2.75487 -3.57364 1.77123 0.20
H 0.18085 -1.80866 3.44369 0.21
H -0.81057 0.10663 5.05007 0.22
H -3.51219 -0.00412 4.77582 0.22
H -4.00453 -1.96433 3.02964 0.23
O 3.23165 2.69505 1.26535 -0.53
C 3.79771 2.28086 0.27534 0.51
C 5.24442 1.91845 0.31435 -0.06
C 5.93812 2.03949 1.51195 -0.18
C 7.27393 1.68202 1.57562 -0.20
C 7.92308 1.20108 0.44346 -0.19
C 7.23947 1.08909 -0.75509 -0.16
C 5.89993 1.45033 -0.82568 -0.15
C 5.18682 1.33598 -2.13183 0.56
O 5.77207 0.97463 -3.13073 -0.53
C 3.73710 1.67575 -2.16332 -0.16
C 3.03761 1.54572 -3.35815 -0.16
C 1.68300 1.82541 -3.40751 -0.18
C 1.02198 2.24984 -2.25989 -0.19
C 1.71541 2.39795 -1.07162 -0.18
C 3.07427 2.11031 -1.01467 -0.07
H 5.42112 2.41155 2.38555 0.24
H 7.81236 1.77501 2.50957 0.22
H 8.96511 0.91470 0.49778 0.22
H 7.73406 0.72186 -1.64356 0.24
H 3.56594 1.21747 -4.24261 0.24
H 1.14145 1.71019 -4.33506 0.23
H -0.03277 2.46873 -2.29242 0.23
H 1.21047 2.73210 -0.17523 0.23
```

Lowest unoccupied orbital energy   -0.77 eV
Total energy   -44260.51621 eV
Orbital gap   7.508 eV
F_max   0.0117 Eh/bohr
Total charge   0
HOMO level   -8.3 eV
ΔE to the lowest compared entry with this formula, charge and spin   0.0 kcal/mol
SMILES   O=C1O[C@@H](O)[C@](CCO)(CCCCn2cccc2)O1.O=C1c2ccccc2C(=O)c2ccccc21

=====

# C3H8OSi

An isolated molecule of C3H8OSi (ωB97M-V/def2-TZVPD, the OMol25 dataset).

```
13
Properties=species:S:1:pos:R:3:nbo_charge:R:1
C 2.01122 0.35094 -0.41701 -0.36
C 1.07017 0.79671 0.39217 -0.67
Si -0.75507 0.31618 0.42043 1.64
C -0.98105 -1.51546 -0.01286 -1.11
O -1.61139 1.08412 -0.73961 -1.09
H 3.03998 0.67354 -0.36656 0.20
H 1.78897 -0.37572 -1.18377 0.19
H 1.48072 1.66512 1.26991 0.21
H -1.30069 0.65541 1.73986 -0.24
H -1.87532 -1.66266 -0.60985 0.25
H -0.14102 -1.90708 -0.57691 0.24
H -1.07370 -2.11612 0.88481 0.24
H -1.65282 2.03500 -0.80060 0.50
```

Lowest unoccupied orbital energy   0.78 eV
Total energy   -13166.02840 eV
Orbital gap   11.113 eV
F_max   0.0824 Eh/bohr
Total charge   0
HOMO level   -10.3 eV
ΔE to the lowest compared entry with this formula, charge and spin   0.0 kcal/mol
SMILES   C=C[Si@H](C)O

=====

# C83H184N11O12P

A cluster of 12 separate species, C83H184N11O12P in total (ωB97M-V/def2-TZVPD, the OMol25 dataset).

```
291
Properties=species:S:1:pos:R:3:lowdin_charge:R:1
C -7.89949 0.82171 -4.83071 -0.12
C -8.04637 0.18828 -6.22427 -0.19
C -7.21568 -1.20116 -6.29493 -0.20
C -5.69401 -0.93533 -6.17312 -0.29
P -4.77874 -2.29341 -5.40412 1.07
C -5.26561 -2.40153 -3.58725 -0.20
C -4.90226 -3.73829 -2.89751 -0.24
C -6.06652 -4.54668 -2.28842 -0.21
C -6.51886 -5.74383 -3.23207 -0.09
C -2.91087 -1.90022 -5.36840 -0.23
C -2.32901 -0.76533 -4.49828 -0.23
C -2.75404 0.69520 -4.83711 -0.21
C -2.50334 1.07090 -6.37393 -0.07
C -5.02361 -3.81568 -6.35014 -0.21
C -3.74191 -4.79483 -6.31145 -0.25
C -3.91532 -6.19323 -6.78115 -0.27
C -2.55791 -6.76205 -7.06038 -0.12
H -6.89732 1.20203 -4.63292 0.05
H -8.23266 0.33844 -3.91226 0.07
H -8.44526 1.76131 -4.74473 0.07
H -7.71468 0.90064 -6.97967 0.11
H -9.08566 -0.01464 -6.48273 0.11
H -7.48499 -1.66342 -7.24461 0.11
H -7.46853 -1.82828 -5.44001 0.08
H -5.49492 -0.03019 -5.59938 0.07
H -5.31263 -0.82895 -7.18866 0.10
H -6.32289 -2.13658 -3.59430 0.08
H -4.83389 -1.53991 -3.07799 0.09
H -4.20368 -3.49463 -2.09705 0.09
H -4.29055 -4.49459 -3.38936 0.08
H -6.86346 -3.91879 -1.88999 0.11
H -5.70428 -5.11123 -1.42925 0.08
H -7.07808 -6.56035 -2.77527 0.07
H -5.65091 -6.21863 -3.68958 0.06
H -7.26376 -5.43091 -3.96372 0.07
H -2.53967 -1.81961 -6.39007 0.10
H -2.54489 -2.82579 -4.92402 0.07
H -1.24048 -0.77322 -4.44220 0.11
H -2.52133 -0.96546 -3.44421 0.09
H -2.12564 1.41929 -4.31853 0.07
H -3.77656 0.93965 -4.54940 0.09
H -2.51202 2.14915 -6.53329 0.07
H -3.23407 0.53968 -6.98379 0.05
H -1.57334 0.69276 -6.79844 0.07
H -5.30360 -3.60505 -7.38230 0.11
H -5.91258 -4.34217 -6.00281 0.09
H -3.34624 -4.87738 -5.29916 0.08
H -2.88703 -4.29348 -6.76526 0.10
H -4.44957 -6.26321 -7.72867 0.12
H -4.43726 -6.84061 -6.07646 0.11
H -1.79923 -6.14765 -7.54516 0.08
H -2.58930 -7.59969 -7.75714 0.08
H -2.13967 -7.34479 -6.23966 0.07
C 3.13894 5.56863 -5.05463 -0.11
C 4.36747 6.41628 -4.82273 -0.25
C 4.79643 6.51610 -3.37906 -0.16
C 5.38940 7.93497 -2.98798 -0.08
N 4.46240 8.99813 -2.38089 -0.20
C 5.07621 10.43797 -2.06610 -0.03
C 4.17824 11.03472 -0.92285 -0.15
C 3.66380 9.88954 -0.13892 -0.15
C 3.77880 8.61066 -1.01446 -0.08
C 3.17811 9.24487 -3.28628 0.04
H 2.87389 5.47487 -6.10775 0.09
H 2.24997 6.08056 -4.68619 0.05
H 3.11398 4.54757 -4.67396 0.05
H 4.22650 7.45280 -5.12908 0.10
H 5.08863 5.90419 -5.45974 0.12
H 5.61887 5.81504 -3.23690 0.12
H 3.99049 6.22513 -2.70533 0.10
H 6.02613 8.40952 -3.73463 0.14
H 5.95614 7.76970 -2.07168 0.12
H 5.32581 10.89110 -3.02551 0.13
H 6.09077 10.16379 -1.77697 0.12
H 3.34012 11.62861 -1.28745 0.11
H 4.87859 11.65949 -0.36854 0.13
H 2.72582 10.16354 0.34401 0.11
H 4.41675 9.68213 0.62144 0.12
H 2.79034 8.20006 -1.22052 0.10
H 4.36086 7.82755 -0.52863 0.13
H 2.52354 9.94815 -2.77148 0.09
H 2.68614 8.28459 -3.44100 0.09
H 3.33174 9.70335 -4.26317 0.11
C 3.09418 -0.59317 0.55239 -0.09
C 1.65181 -0.11726 0.59061 -0.27
C 1.46912 1.28706 0.05221 -0.17
C 1.37015 1.33530 -1.49695 -0.07
N 1.07093 2.77388 -1.93207 -0.19
C -0.13668 3.44737 -1.22729 -0.08
C -0.74560 4.42127 -2.24708 -0.12
C -0.31849 3.97246 -3.66466 -0.14
C 0.53358 2.73349 -3.41515 -0.08
C 2.35831 3.63300 -1.82630 0.03
H 3.26555 -1.54904 1.04741 0.04
H 3.67123 0.07449 1.19219 0.08
H 3.46926 -0.67974 -0.46737 0.08
H 1.31256 -0.24131 1.61902 0.09
H 0.89163 -0.77378 0.16728 0.07
H 2.27467 1.90468 0.44938 0.11
H 0.57910 1.66650 0.55420 0.09
H 0.43655 0.84002 -1.76379 0.12
H 2.29325 1.09192 -2.02301 0.13
H 0.17478 3.87284 -0.27331 0.10
H -0.76734 2.57350 -1.06382 0.11
H -0.14920 5.31233 -2.05105 0.10
H -1.79917 4.64981 -2.08624 0.12
H 0.33893 4.70321 -4.13571 0.09
H -1.18574 3.83749 -4.31101 0.12
H 1.32789 2.85050 -4.15237 0.12
H -0.02208 1.81158 -3.58663 0.11
H 3.15597 3.30221 -2.49143 0.08
H 2.76203 3.72643 -0.81814 0.09
H 2.09519 4.66377 -2.06370 0.09
C 0.65954 -1.95021 4.05583 -0.11
C 0.21878 -2.48704 5.38368 -0.24
C 1.29196 -2.84824 6.35245 -0.17
C 2.65619 -3.33850 5.78051 -0.08
N 3.74731 -3.93288 6.76301 -0.23
C 5.07223 -4.28316 6.02030 -0.06
C 6.20246 -3.96264 7.07295 -0.12
C 5.61948 -3.15154 8.22438 -0.14
C 4.27108 -2.79062 7.70173 -0.10
C 3.16529 -5.10112 7.49866 0.03
H -0.20433 -1.88995 3.39386 0.07
H 1.45999 -2.48618 3.54581 0.06
H 0.91763 -0.89268 4.11170 0.05
H -0.48918 -3.27970 5.14166 0.10
H -0.47861 -1.74880 5.77958 0.12
H 0.96918 -3.71110 6.93501 0.10
H 1.37372 -2.12406 7.16299 0.11
H 3.08765 -2.54653 5.16835 0.12
H 2.57317 -4.25629 5.19839 0.11
H 5.09527 -5.36047 5.85609 0.11
H 5.12382 -3.75222 5.06975 0.11
H 6.55796 -4.92617 7.43810 0.12
H 7.07358 -3.52690 6.58367 0.13
H 5.59239 -3.57009 9.23045 0.13
H 6.30099 -2.30567 8.31465 0.13
H 3.55960 -2.64258 8.51413 0.14
H 4.23995 -1.84681 7.15734 0.13
H 3.98036 -5.62194 8.00114 0.13
H 2.51126 -5.70788 6.87241 0.11
H 2.44787 -4.61718 8.16139 0.10
C -4.94698 7.42090 -3.29902 -0.10
C -3.77159 7.23897 -2.36421 -0.24
C -3.33124 8.45894 -1.43650 -0.16
C -1.99183 8.21528 -0.79335 -0.12
N -1.33028 9.46546 -0.14748 -0.16
C -2.24096 10.40443 0.57590 -0.15
C -2.48800 9.84712 1.91789 -0.14
C -1.34005 8.80820 2.23834 -0.13
C -0.42034 8.99048 1.03023 -0.09
C -0.51761 10.18154 -1.32332 0.05
H -5.97048 7.51266 -2.93553 0.08
H -4.82339 6.58514 -3.98772 0.08
H -4.72741 8.30638 -3.89552 0.08
H -2.91190 6.99617 -2.98877 0.07
H -3.95092 6.34858 -1.76159 0.10
H -4.02799 8.81273 -0.67658 0.11
H -3.25693 9.30833 -2.11556 0.11
H -1.40383 7.68787 -1.54448 0.11
H -2.17034 7.45918 -0.02879 0.12
H -1.73718 11.33956 0.82052 0.14
H -3.00514 10.81379 -0.08483 0.15
H -2.28842 10.67889 2.59349 0.12
H -3.49330 9.48414 2.13173 0.12
H -0.91516 8.89426 3.23842 0.12
H -1.72163 7.78887 2.29732 0.08
H 0.34497 9.69976 1.34538 0.13
H -0.01188 7.99005 0.88741 0.10
H -1.18069 10.28000 -2.18282 0.09
H 0.14033 9.55348 -1.92395 0.07
H -0.13165 11.17181 -1.08145 0.10
C 2.10657 0.62540 6.26038 -0.15
C 1.79734 2.02767 6.04596 -0.25
C 0.38903 1.97054 5.54385 -0.20
C -0.19838 3.32013 5.08860 -0.11
N -1.66255 3.22234 4.78365 -0.21
C -2.02422 2.44257 3.45676 -0.06
C -1.42152 3.25261 2.26088 -0.13
C -1.35516 4.73381 2.69538 -0.13
C -1.94315 4.68551 4.16212 -0.06
C -2.64675 3.14562 6.04630 0.08
H 1.32291 0.07403 6.77995 0.07
H 2.94994 0.54930 6.94670 0.09
H 2.29203 0.03048 5.36608 0.07
H 2.45904 2.37567 5.25276 0.14
H 1.82246 2.62203 6.95931 0.14
H -0.22117 1.47024 6.29582 0.11
H 0.38914 1.27029 4.70854 0.10
H 0.36105 3.57892 4.18962 0.13
H -0.10047 4.08819 5.85581 0.14
H -3.10107 2.28872 3.38737 0.13
H -1.77098 1.40737 3.68550 0.11
H -1.86756 3.25944 1.26634 0.12
H -0.41108 2.84463 2.28666 0.09
H -2.00986 5.40523 2.13980 0.11
H -0.29618 4.98715 2.64560 0.08
H -3.03066 4.72656 4.22331 0.13
H -1.36642 5.39501 4.75549 0.13
H -3.70507 3.17616 5.78722 0.10
H -2.41451 4.07594 6.56463 0.11
H -2.34008 2.19680 6.48652 0.09
C 0.39605 -10.30679 1.36875 -0.08
C 1.55282 -10.06778 2.36914 -0.24
C 2.57745 -9.07991 1.85299 -0.21
C 3.88000 -8.85029 2.67005 -0.06
N 4.95991 -8.03717 1.82237 -0.17
C 5.61927 -8.98489 0.74078 -0.04
C 6.77716 -8.13766 0.28944 -0.14
C 7.18655 -7.32921 1.51450 -0.15
C 6.17815 -7.65246 2.62770 -0.10
C 4.29716 -6.68005 1.38584 -0.08
C 3.59888 -5.94377 2.48824 -0.27
C 3.63245 -4.51783 2.23536 -0.13
H 0.76471 -10.72957 0.43417 0.08
H -0.10247 -9.35570 1.18162 0.05
H -0.31514 -11.07810 1.66436 0.09
H 1.99887 -11.04083 2.57482 0.12
H 1.12253 -9.64141 3.27533 0.11
H 2.16134 -8.08659 1.68480 0.08
H 2.74446 -9.41896 0.83061 0.11
H 4.24878 -9.87064 2.77486 0.13
H 3.76793 -8.47962 3.68894 0.13
H 4.75816 -9.20807 0.11087 0.13
H 6.09444 -9.83284 1.23403 0.15
H 6.39794 -7.32706 -0.33283 0.11
H 7.49841 -8.74939 -0.25248 0.14
H 7.28107 -6.25852 1.33341 0.12
H 8.20739 -7.61998 1.76235 0.13
H 6.06413 -6.73239 3.20091 0.12
H 6.47371 -8.54048 3.18641 0.14
H 3.67162 -6.96259 0.53909 0.13
H 5.06871 -6.09809 0.88173 0.12
H 3.78710 -6.10139 3.55023 0.11
H 2.52904 -6.14984 2.52097 0.10
H 2.78588 -3.93203 2.59351 0.06
H 3.84199 -4.28845 1.19057 0.09
H 4.41877 -3.97143 2.75618 0.08
C 1.11756 -3.76713 -1.27995 -0.08
C 1.02897 -4.91971 -0.22891 -0.19
C -0.48989 -5.02932 0.18837 -0.17
C -0.80871 -5.67364 1.49808 -0.11
N -2.24117 -5.49985 2.10882 -0.15
C -2.26208 -6.05610 3.55900 -0.07
C -3.36489 -5.19964 4.21305 -0.18
C -3.68608 -4.00153 3.42734 -0.15
C -2.55210 -4.02455 2.43554 -0.10
C -3.41856 -6.29006 1.38189 -0.03
C -2.93917 -7.72035 0.83046 -0.21
C -4.06836 -8.56927 0.26888 -0.09
H 2.02519 -3.86603 -1.87536 0.07
H 1.12706 -2.75107 -0.88545 0.05
H 0.22249 -3.76887 -1.90199 0.08
H 1.59265 -4.57649 0.63859 0.07
H 1.42020 -5.85630 -0.62620 0.10
H -0.99195 -5.50404 -0.65464 0.12
H -0.87431 -4.00936 0.19079 0.09
H -0.11583 -5.25426 2.22756 0.11
H -0.62987 -6.74725 1.55702 0.11
H -2.41885 -7.13246 3.62948 0.14
H -1.33212 -5.75667 4.04233 0.11
H -4.29981 -5.75145 4.31068 0.13
H -3.07768 -4.87391 5.21281 0.12
H -4.58960 -4.13078 2.83148 0.13
H -3.77000 -3.16466 4.12065 0.14
H -2.77147 -3.51203 1.49889 0.12
H -1.60404 -3.58470 2.74509 0.11
H -3.71456 -5.57521 0.61412 0.13
H -4.21191 -6.53306 2.08875 0.12
H -2.27862 -8.31276 1.46357 0.09
H -2.39707 -7.36329 -0.04517 0.09
H -3.64152 -9.56281 0.13187 0.08
H -4.47382 -8.34760 -0.71832 0.08
H -4.91246 -8.81758 0.91225 0.09
N -0.39976 7.44626 -4.82442 -0.65
O 0.38078 7.56973 -5.78551 -0.03
O -0.35777 8.23824 -3.91139 -0.06
O -1.35612 6.65330 -4.83693 -0.06
N 1.80833 5.80064 1.37358 -0.66
O 2.01898 6.45292 2.35506 0.00
O 1.64063 6.36031 0.27807 -0.06
O 1.74424 4.57660 1.53598 -0.08
N 4.38795 0.58564 -5.01688 -0.60
O 5.30365 -0.20636 -5.14317 0.25
O 4.47723 1.56101 -4.23261 0.14
O 3.37822 0.32611 -5.57163 0.22
N -2.29316 -0.71559 -0.11485 -0.73
O -2.17100 0.50075 0.02696 -0.05
O -1.48411 -1.55530 0.17194 -0.05
O -3.29139 -1.03263 -0.61367 0.00
```

2S+1   2
⟨S²⟩   0.76
Lowest unoccupied orbital energy (spin up / spin down)   -8.60 / -11.27 eV
Total energy   -139236.73064 eV
Orbital gap (spin up / spin down)   5.482 / 2.811 eV
F_max   0.1564 Eh/bohr
Total charge   +5
HOMO level (spin up / spin down)   -14.1 / -14.1 eV

=====

# C14H14IN3O2RuS2Se2

A structure of composition C14H14IN3O2RuS2Se2 (ωB97M-V/def2-TZVPD, the OMol25 dataset).

```
39
Properties=species:S:1:pos:R:3:nbo_charge:R:1
Ru -0.15521 -0.54012 -0.00081 0.44
O -1.20195 -6.23927 -0.03678 -0.73
C -1.08584 -5.79462 -1.37705 -0.05
C -0.84187 -4.27173 -1.38248 -0.14
C -0.58334 -3.90800 -2.84992 -0.06
O -1.01305 -2.58034 -3.11954 -0.73
C -2.12297 -3.63975 -0.84512 -0.58
Se -2.18897 -1.72492 -0.52109 0.32
C 0.35486 -4.00900 -0.47056 -0.57
Se 1.34349 -2.32617 -0.58675 0.00
H -1.34301 -7.19000 -0.03233 0.48
H -2.00018 -6.01356 -1.94124 0.17
H -0.24349 -6.28322 -1.88228 0.17
H -1.13576 -4.60346 -3.49458 0.16
H 0.48394 -4.02316 -3.06235 0.18
H -0.67821 -2.31972 -3.98166 0.48
H -2.37974 -4.11050 0.10439 0.26
H -2.94984 -3.80199 -1.53735 0.23
H 1.12863 -4.74954 -0.68419 0.23
H 0.06958 -4.15085 0.56895 0.24
S -0.56077 0.00832 2.28464 -0.08
C 0.85792 1.00768 2.14659 -0.21
S 1.61629 0.79432 0.57713 0.08
C 1.30499 1.89057 3.08080 -0.40
C 2.46788 2.68507 2.84307 0.28
N 3.40248 3.32808 2.65147 -0.30
C 0.60053 2.06904 4.31030 0.29
N 0.02236 2.21660 5.29391 -0.30
I -1.20089 2.81585 -4.99813 0.20
C -1.61683 2.51068 -2.99293 -0.19
C -2.47835 3.34884 -2.29723 -0.18
C -2.71822 3.09218 -0.95904 -0.23
C -2.09305 2.01394 -0.35833 0.06
N -1.26542 1.21271 -1.03074 -0.49
C -1.03038 1.45130 -2.32336 0.02
H -2.95090 4.18575 -2.79337 0.24
H -3.37950 3.71975 -0.37861 0.24
H -2.23313 1.77392 0.68805 0.23
H -0.35471 0.77127 -2.82616 0.22
```

2S+1   5
⟨S²⟩   6.03
Lowest unoccupied orbital energy (spin up / spin down)   -0.40 / -2.51 eV
Total energy   -186354.07867 eV
Orbital gap (spin up / spin down)   7.210 / 5.618 eV
F_max   0.0051 Eh/bohr
Total charge   0
HOMO level (spin up / spin down)   -7.6 / -8.1 eV
ΔE to the lowest compared entry with this formula, charge and spin   5.8 kcal/mol

=====

> Which value of total energy does entry 4 give?

-186354.07867 eV

=====

> Number 1 is which compound?

C27H27NO7

=====

> Which of these has the highest total energy?

C3H8OSi